ORCA calculation (ωB97M-V with the def2-TZVPD basis set) on one molecule with the formula C8H11P at a distorted geometry.

As for the total energy: -17761.33671 eV. The LUMO energy comes out at 0.0046 Eh. The orbital gap is 7.22 eV.

The geometry in ORCA input format:
```
! wB97M-V def2-TZVPD RIJCOSX def2/J DEFGRID3
* xyz 0 1
C -0.1457 -1.3293 -2.6627
C -0.0590 -0.6133 -1.3535
C 0.8771 0.3442 -1.1011
C 0.9473 0.9901 0.1559
P 1.7095 -0.3288 1.8115
C 0.0420 0.5784 1.2590
C -0.3439 1.6177 2.2898
C -1.0220 -0.3308 0.8591
C -1.0360 -0.9192 -0.3532
H 0.6079 -0.9686 -3.3564
H -1.1295 -1.1916 -3.1122
H 0.0028 -2.3988 -2.5062
H 1.5709 0.6464 -1.8754
H 1.5284 1.8934 0.2689
H 1.4185 -1.4857 1.0796
H 0.5167 2.2298 2.5543
H -0.7100 1.1297 3.1913
H -1.1347 2.2597 1.8974
H -1.8125 -0.5157 1.5724
H -1.8277 -1.6076 -0.6185
*
```

=====

ORCA calculation (ωB97M-V with the def2-TZVPD basis set) on a 3-piece molecular cluster, C36H67BrN7O2S2 overall at a distorted geometry.

As for the total energy: -144647.40455 eV. The LUMO energy comes out at -0.1591 Eh. The orbital gap is 5.12 eV.

The geometry in ORCA input format:
```
! wB97M-V def2-TZVPD RIJCOSX def2/J DEFGRID3
* xyz 1 1
C 1.9922 -0.3471 4.2773
C 1.7766 -0.8493 2.8048
C 2.9266 -1.3831 2.0819
C 2.6955 -1.8614 0.7044
C 1.3518 -1.8130 0.1047
C 1.2403 -2.3984 -1.3523
C 0.4683 -3.7876 -1.3421
C 0.5677 -1.4126 -2.3846
C 0.1898 -1.2815 0.8477
O -1.0522 -1.3227 0.1892
C -1.7888 -0.1196 0.3342
N -3.2098 -0.4788 0.0243
C -3.8725 -1.2610 0.9863
S -3.0603 -1.7957 2.5395
C -5.2587 -1.7225 0.7989
C -5.9413 -2.5797 1.9002
C -6.5603 -1.7529 3.1166
C -5.9109 -0.3498 3.3700
N -6.1019 0.8179 2.5245
O -5.2287 -0.2113 4.3668
C -6.0007 -1.3606 -0.4588
C -7.4488 -1.8499 -0.7614
C -8.6219 -0.8412 -0.3573
N -9.6840 -1.6806 0.2739
N -8.2607 0.1800 0.6293
N -9.1999 -0.3004 -1.6036
C -5.2445 -0.5004 -1.4027
Br -6.1294 0.0341 -3.0581
C -3.8505 -0.0801 -1.1253
C -3.1662 0.8187 -2.1845
C -3.5994 2.3380 -1.8964
C -2.4237 3.3494 -2.2091
S -1.8830 4.1513 -0.6242
C 0.4316 -0.8028 2.2054
H 3.0553 -0.5548 4.5586
H 1.6854 0.7164 4.4298
H 1.3548 -1.0116 4.9290
H 3.9581 -1.4679 2.4882
H 3.5649 -2.2945 0.1436
H 2.2741 -2.6404 -1.7380
H -0.6079 -3.6366 -1.0737
H 0.4897 -4.1939 -2.3986
H 0.9819 -4.5556 -0.7078
H -0.5425 -1.4614 -2.2329
H 0.9037 -0.3479 -2.2925
H 0.7834 -1.8226 -3.4129
H -1.8036 0.3026 1.3699
H -1.3900 0.6752 -0.3438
H -2.3631 -2.9516 2.2793
H -6.7866 -3.1799 1.4585
H -5.2477 -3.3396 2.3548
H -6.3647 -2.3529 4.0500
H -7.6837 -1.7065 3.0276
H -5.2595 1.0812 2.0176
H -6.5167 1.5947 3.0369
H -7.5613 -2.8779 -0.3328
H -7.5143 -1.9768 -1.8820
H -9.6524 -2.5886 -0.2079
H -10.6117 -1.3147 0.0454
H -7.9882 -0.3381 1.4679
H -7.5057 0.7866 0.3094
H -10.1216 0.1116 -1.4470
H -8.6097 0.4659 -1.9393
H -3.4801 0.5635 -3.2360
H -2.0497 0.7849 -2.1808
H -4.5435 2.6215 -2.4275
H -3.8108 2.4210 -0.7940
H -1.5692 2.8251 -2.7211
H -2.7370 4.1829 -2.9009
H -0.8051 4.9647 -0.8611
H -0.4158 -0.4024 2.8164
C 5.3112 8.0422 -1.6055
C 4.3745 6.9020 -1.9815
N 3.1211 6.9103 -1.2408
C 2.3625 5.6761 -1.3788
C 1.8356 5.3143 -2.7696
C 2.3390 8.1370 -1.3154
C 1.9129 8.6290 -2.7007
H 5.4965 8.0616 -0.5294
H 6.2718 7.9133 -2.1086
H 4.9146 9.0137 -1.9082
H 4.9027 5.9680 -1.7645
H 4.2080 6.9230 -3.0678
H 1.5225 5.6901 -0.6750
H 2.9981 4.8517 -1.0356
H 0.9829 5.9327 -3.0522
H 1.4878 4.2761 -2.7714
H 2.6020 5.3998 -3.5410
H 2.9120 8.9357 -0.8353
H 1.4482 8.0354 -0.6874
H 2.7270 8.5927 -3.4266
H 1.5849 9.6693 -2.6337
H 1.0716 8.0573 -3.0931
C 4.9761 -5.7395 0.1752
C 6.4155 -6.0544 0.5580
N 7.3253 -4.9354 0.3652
C 8.7315 -5.3139 0.4455
C 9.2523 -5.8394 1.7841
C 6.9716 -3.6972 1.0431
C 6.8072 -3.7374 2.5646
H 4.9134 -5.3597 -0.8476
H 4.3697 -6.6461 0.2330
H 4.5266 -5.0048 0.8483
H 6.7421 -6.8845 -0.0758
H 6.4348 -6.4242 1.5929
H 9.3500 -4.4661 0.1344
H 8.9147 -6.0840 -0.3123
H 9.3713 -5.0389 2.5143
H 10.2398 -6.2866 1.6426
H 8.6063 -6.6092 2.2095
H 6.0345 -3.3280 0.6121
H 7.7034 -2.9249 0.7876
H 6.2202 -4.5944 2.8999
H 6.2858 -2.8363 2.9000
H 7.7692 -3.7538 3.0757
*
```

=====

ORCA calculation (ωB97M-V with the def2-TZVPD basis set) on C43H33AsEuN10S3 as an isolated structure at a distorted geometry.

As for the total energy: -172692.36631 eV. The LUMO energy (alpha / beta) comes out at 0.0002 / -0.0195 Eh. The orbital gap (alpha / beta) is 5.52 / 4.80 eV.

The geometry in ORCA input format:
```
! wB97M-V def2-TZVPD RIJCOSX def2/J DEFGRID3
* xyz 0 8
Eu 12.2471 10.2530 11.5707
C 10.7806 8.4709 6.5699
C 11.7248 9.4285 6.2991
C 11.8093 10.5848 7.1711
C 10.9555 10.6086 8.2580
C 10.4998 11.7172 9.1991
N 11.2156 13.0109 9.3877
C 11.8914 13.3143 10.5605
C 11.6354 14.6426 11.2359
C 10.7218 15.6108 11.4460
C 11.2439 16.8533 11.8509
C 12.6013 17.1384 11.9543
C 13.5709 16.1526 11.6817
C 13.0262 14.9444 11.2607
C 13.3214 13.6149 10.4594
N 14.0112 13.8193 9.1991
C 13.2138 13.9511 8.2092
N 11.8146 13.5318 8.2111
C 11.0181 14.1760 7.2675
N 9.7617 13.9654 7.0232
C 8.8949 13.1596 7.6097
N 9.1394 12.2466 8.6284
C 8.0104 11.4391 8.8446
N 8.0066 10.3378 9.4572
C 9.4186 10.0489 9.7979
N 10.1218 11.1361 10.3869
C 10.1178 9.5349 8.5773
C 9.9839 8.4801 7.7294
C 6.9008 12.1608 8.1715
C 5.5282 11.9222 8.0836
C 4.8043 12.7385 7.2745
C 5.3583 13.8389 6.4911
C 6.7001 14.1090 6.6358
C 7.5165 13.1942 7.4408
C 11.9445 14.7658 6.3890
C 11.7980 15.5855 5.3132
C 12.8936 16.1950 4.6889
C 14.1733 16.0065 5.1958
C 14.3747 15.1432 6.3308
C 13.2463 14.6526 6.9251
N 12.8557 12.5177 11.2469
H 10.7182 7.5607 5.9665
H 12.3154 9.3879 5.4191
H 12.4018 11.4565 6.9250
H 9.6577 15.5433 11.2703
H 10.4952 17.6650 11.9613
H 12.9613 18.1559 12.0986
H 14.5987 16.3881 11.5158
H 9.2062 7.7355 7.8514
H 5.0159 11.1625 8.6818
H 3.7450 12.6222 7.2323
H 4.6274 14.4066 5.9507
H 7.2395 14.9224 6.0767
H 10.8676 15.8602 4.8098
H 12.6775 16.8651 3.8198
H 15.0405 16.5618 4.8990
H 15.2783 14.9884 6.8052
C 12.8274 7.2449 9.1848
C 13.8975 7.2566 10.1752
N 14.0199 8.2064 11.0669
C 15.1903 7.9411 11.8817
C 15.7895 6.7677 11.5948
S 14.9745 5.9918 10.3192
C 15.5701 8.9949 12.8064
C 16.6937 9.0044 13.6133
S 16.6740 10.3969 14.5952
C 15.1391 10.8714 13.8667
N 14.6778 10.0582 12.9587
C 14.3815 12.0870 14.3313
H 12.4774 8.3197 9.0461
H 11.9163 6.7740 9.5909
H 12.9902 6.7610 8.2399
H 16.6405 6.3280 12.0761
H 17.5412 8.3186 13.6184
H 15.0904 12.8085 14.7057
H 13.6405 11.8503 15.0776
H 13.8262 12.5000 13.4683
C 8.9549 12.1798 13.0347
As 10.0013 12.0166 14.6172
C 8.7772 12.0257 16.1380
C 11.1575 13.6080 14.5693
S 11.0601 10.2003 14.4869
H 8.3326 13.0833 12.9721
H 8.3449 11.3021 12.8965
H 9.6758 12.0203 12.2053
H 8.8121 13.0519 16.5835
H 9.1557 11.2255 16.7746
H 7.8055 11.7811 15.7225
H 10.5081 14.4625 14.5250
H 11.7718 13.5281 13.7178
H 11.7435 13.5991 15.4902
*
```

=====

ORCA calculation (ωB97M-V with the def2-TZVPD basis set) on C4H7NO as an isolated structure.

As for the total energy: -7797.20965 eV. The LUMO energy comes out at 0.0318 Eh. The orbital gap is 10.82 eV.

The geometry in ORCA input format:
```
! wB97M-V def2-TZVPD RIJCOSX def2/J DEFGRID3
* xyz 0 1
C -0.6426 -1.0479 0.1230
C -0.1994 0.1326 -0.7812
C 0.0341 1.4254 -0.0028
O 0.7693 1.2113 1.1817
C 0.7954 -1.4324 -0.1343
N 1.0980 -0.5493 -1.0112
H -1.3613 -1.7283 -0.3424
H -1.0104 -0.8094 1.1288
H 0.2338 0.6593 1.7645
H -0.7819 0.3135 -1.6924
H -0.9300 1.9094 0.2148
H 0.6349 2.1054 -0.6128
H 1.4667 -2.2132 0.2263
*
```

=====

ORCA calculation (ωB97M-V with the def2-TZVPD basis set) on one molecule with the formula C6H8 at a distorted geometry.

As for the total energy: -6347.77182 eV. The LUMO energy comes out at 0.0400 Eh. The orbital gap is 9.88 eV.

The geometry in ORCA input format:
```
! wB97M-V def2-TZVPD RIJCOSX def2/J DEFGRID3
* xyz 0 1
C -2.7892 0.0816 1.0753
C -1.6058 -0.2441 0.3240
C -0.4870 -0.1352 -0.1100
C 0.8727 0.3312 -0.1445
C 1.9801 -0.6769 -0.2736
C 1.6691 0.2410 -1.4116
H -1.9356 0.4262 1.7574
H -3.3332 -0.6360 1.6820
H -3.5039 0.7440 0.5344
H 1.0750 1.1900 0.5000
H 2.8732 -0.4939 0.3123
H 1.6831 -1.7168 -0.3562
H 2.3473 1.0600 -1.6174
H 1.1542 -0.1712 -2.2721
*
```

=====

ORCA calculation (ωB97M-V with the def2-TZVPD basis set) on C2H6IOP as an isolated structure at a distorted geometry.

As for the total energy: -21606.90695 eV. The LUMO energy comes out at -0.0500 Eh. The orbital gap is 8.65 eV.

The geometry in ORCA input format:
```
! wB97M-V def2-TZVPD RIJCOSX def2/J DEFGRID3
* xyz 0 1
C 1.1462 0.0160 1.7885
C 2.1087 -0.7419 1.3074
O -3.6039 2.3284 1.0755
P -3.7504 1.6768 -0.2021
I -3.5965 -0.7592 0.1904
H 0.6844 0.7907 1.1975
H -2.9069 0.2727 -3.4200
H 0.7701 -0.0959 2.7913
H 2.5720 -1.5213 1.8897
H 2.4746 -0.6270 0.2997
H -3.3523 0.8387 -3.1200
*
```